60
Properties=species:S:1:pos:R:3 method="wB97M-V/def2-TZVPD" homo_energy_ev=-13.80 homo_lumo_gap_ev=1.55 charge=+2
Al 2.53082 1.95068 -1.28286
F 1.84429 -0.62070 -0.38608
C 1.61649 -2.42833 2.65455
Br 3.25111 -3.44919 2.93001
Br 1.32766 -1.28100 4.29514
Br 0.09522 -3.53882 2.28911
H 1.79737 -1.70300 1.86497
O 0.08568 2.40903 0.56970
P -1.16203 2.46326 1.34097
N -0.96125 2.81110 2.98516
C -0.68702 4.19742 3.33619
C -0.19856 1.84751 3.75865
N -1.92044 0.94687 1.46606
C -3.20790 0.72544 2.10102
C -1.09974 -0.22571 1.14831
N -2.31282 3.49302 0.66593
C -3.42480 4.04457 1.44351
C -2.46950 3.67002 -0.77332
H -0.69616 4.36010 4.41251
H -1.40809 4.92547 2.95907
H 0.28849 4.46737 2.91803
H -0.86943 1.06742 4.14085
H 0.38014 2.15031 4.62680
H 0.43715 1.22850 3.11400
H -3.93343 1.41798 1.65717
H -3.52989 -0.30565 2.01818
H -3.20809 1.10645 3.12770
H -1.71075 -1.07883 0.85886
H -0.57750 -0.02868 0.19464
H -0.36273 -0.39804 1.94101
H -3.36581 3.87281 2.51889
H -3.51828 5.10017 1.18799
H -4.38413 3.55850 1.22483
H -3.50803 3.85019 -1.04678
H -2.17287 2.76902 -1.30706
H -1.88573 4.55789 -1.02710
C 2.73788 -3.37125 -1.46326
O 3.93466 -4.12323 -1.40640
C 4.20188 -4.92894 -2.40474
O 3.62823 -5.05279 -3.45226
O 5.30645 -5.62818 -2.07703
C 5.65315 -6.75946 -2.78764
H 2.72606 -2.84146 -0.51503
H 1.78097 -3.89604 -1.48428
H 2.78617 -2.64014 -2.26934
H 5.88944 -6.55234 -3.83908
H 4.79797 -7.44610 -2.85861
H 6.47610 -7.32100 -2.35344
C -0.52816 -1.91560 -2.16224
O -1.33804 -1.01013 -2.92349
C -1.01350 0.26484 -2.94095
O -0.24253 0.81313 -2.17120
O -1.64262 0.86833 -3.92577
C -1.39730 2.25838 -4.16253
H -0.96753 -2.02860 -1.16958
H 0.44998 -1.45872 -2.00063
H -0.43165 -2.88024 -2.64895
H -0.50795 2.18382 -4.79684
H -1.20921 2.88155 -3.29581
H -2.16989 2.65096 -4.81748


67
Properties=species:S:1:pos:R:3 method="wB97M-V/def2-TZVPD" homo_energy_ev=-10.03 homo_lumo_gap_ev=9.33 smiles="C[N+](=O)[O-].C[N+](=O)[O-].C[N+](=O)[O-].C[N+](=O)[O-].C[N+](=O)[O-].BrCCBr.BrCCBr.BrCCBr.BrCCBr"
Br 3.48569 3.12940 -1.16252
C 2.85133 2.90902 -3.01170
C 1.49712 3.55411 -3.16588
Br 0.75523 3.20677 -4.95794
H 2.96852 1.86025 -3.26551
H 3.58646 3.43605 -3.61702
H 1.63184 4.63133 -3.09949
H 0.77964 3.27697 -2.39838
Br 4.83899 -0.87619 4.80157
C 3.35491 -2.11390 4.51321
C 2.58309 -1.64161 3.27587
Br 1.70618 -3.23848 2.49405
H 2.79453 -2.15296 5.44084
H 3.70631 -3.12464 4.32295
H 3.21263 -1.20513 2.51140
H 1.78482 -0.97520 3.58940
Br -1.60029 -0.15316 -2.60380
C -0.51475 -0.46553 -1.01306
C -0.49022 0.83905 -0.19755
Br 0.75112 0.52027 1.28408
H 0.48694 -0.67545 -1.37045
H -0.96743 -1.24453 -0.41409
H -1.53332 0.95842 0.09019
H -0.18221 1.68729 -0.79851
Br -3.14272 -1.03601 1.46654
C -3.41373 -2.85433 0.78954
C -3.34772 -3.96825 1.81007
Br -4.63674 -3.63958 3.24151
H -2.67628 -3.03969 0.00470
H -4.35031 -2.95365 0.23593
H -2.37113 -3.94980 2.28962
H -3.47318 -4.93122 1.32607
C -4.47434 1.62541 -1.07872
N -5.73463 1.68890 -0.31251
O -6.77400 1.87112 -0.92824
O -5.66874 1.63741 0.89462
H -4.44525 2.22180 -1.98357
H -4.28347 0.58340 -1.32435
H -3.72210 2.00789 -0.39400
C -0.74338 -5.99027 -1.87236
N -0.71010 -4.92624 -0.85252
O -0.29916 -3.83953 -1.19547
O -0.99897 -5.23903 0.28184
H 0.21436 -6.47696 -2.00745
H -1.14703 -5.59864 -2.80416
H -1.49739 -6.71363 -1.56237
C -1.87272 4.98564 -1.65818
N -2.24195 3.87765 -0.76809
O -1.32300 3.32092 -0.19948
O -3.40655 3.56287 -0.68609
H -1.15540 4.53025 -2.33749
H -1.35353 5.76071 -1.10240
H -2.72635 5.35866 -2.20915
C 2.82079 -2.46796 -1.31256
N 3.26712 -1.06314 -1.31240
O 2.72774 -0.29684 -2.07624
O 4.11677 -0.75302 -0.51788
H 2.31107 -2.64452 -0.37136
H 3.65944 -3.14570 -1.44945
H 2.17056 -2.60422 -2.17212
C 3.23148 2.65767 2.85479
N 3.38443 4.08765 3.22432
O 3.85682 4.79096 2.33732
O 3.02025 4.49769 4.30513
H 3.29259 2.01928 3.73156
H 4.07480 2.42920 2.20606
H 2.35455 2.47500 2.24135


54
Properties=species:S:1:pos:R:3 method="wB97M-V/def2-TZVPD" s_squared=0.750 homo_energy_ev="0.66 / -6.72" homo_lumo_gap_ev="1.85 / 9.23" multiplicity=2 charge=-1
Cl 0.96337 -4.33691 1.36003
C -0.60182 -3.76980 2.10784
C -1.39249 -4.98249 2.63995
Cl -0.36189 -5.91384 3.77627
H -1.04122 -3.08667 1.38096
H -0.38664 -3.09782 2.93864
H -1.66267 -5.59087 1.77683
H -2.33918 -4.59896 3.02044
Cl -5.53610 -3.31815 -1.59392
C -5.43633 -1.93974 -2.71675
C -6.36629 -2.07692 -3.85076
Cl -6.74475 -0.56171 -4.56289
H -4.42545 -1.57933 -2.90733
H -5.89246 -1.08375 -2.21943
H -7.32007 -2.53085 -3.58177
H -5.80868 -2.49693 -4.68788
Cl -0.64472 0.53625 -4.18852
C 0.05462 2.13702 -4.09310
C 0.79374 2.52777 -5.35377
Cl 2.27174 1.48160 -5.65069
H 0.58691 2.07334 -3.14404
H -0.77204 2.83809 -3.97801
H 1.20448 3.52644 -5.20528
H 0.12809 2.46120 -6.21434
C -2.08971 -0.84461 -0.65868
O -1.95446 -1.62213 -1.84390
H -2.97206 -1.19011 -0.11998
H -1.16191 -1.00383 -0.10919
H -2.37722 0.17888 -0.89932
H -1.66782 -0.97480 -2.49229
C -1.54911 1.84817 2.89968
O -0.30062 1.86756 2.18862
C 0.29974 0.62739 2.09662
C 1.67616 0.77503 1.53777
N 2.38972 1.63758 2.41307
C 3.49725 2.45511 1.80631
C 4.84545 1.81513 2.07051
O 5.91959 2.57764 1.56732
C 7.18898 2.01813 1.83258
H -1.35553 1.94437 3.96803
H -2.26693 1.04967 2.71197
H -2.18500 2.72161 2.75532
H -0.26817 -0.17389 1.62383
H 0.53820 0.15089 3.04750
H 1.56640 1.23909 0.55761
H 2.06157 -0.24331 1.48740
H 1.76606 2.26425 2.90135
H 3.61152 3.38689 2.36024
H 3.15302 2.76911 0.82092
H 4.87971 0.87599 1.51829
H 4.95025 1.50295 3.10958
H 7.34250 2.01532 2.91172
H 7.87212 2.73100 1.37082
H 7.32029 0.98403 1.51400


58
Properties=species:S:1:pos:R:3 method="wB97M-V/def2-TZVPD" homo_energy_ev=0.03 homo_lumo_gap_ev=2.70 charge=-1
N 0.36065 0.05337 0.06151
H -0.16635 0.73194 0.59248
H 0.74741 0.54277 -0.73284
H -0.25119 -0.67349 -0.28117
H 1.04807 -0.42685 0.62448
C -0.74426 -2.00206 -1.28545
O -0.33414 -0.72097 -1.80001
O -0.25045 -2.09168 0.04491
C -2.24126 -2.41555 -1.72378
F -2.19543 -2.48122 -3.06148
F -2.64583 -3.55598 -1.23542
F -3.13250 -1.48680 -1.41441
C 0.29030 -0.70160 -3.07827
C 0.39938 0.80460 -3.43862
H 1.09682 0.91539 -4.26893
H -0.55569 1.25287 -3.71245
H 0.64000 1.43507 -2.58263
H -0.11045 -1.33115 -3.87273
H 1.30908 -1.08915 -3.07547
H -0.15650 -2.73241 -1.84155
C 2.24338 -1.39377 1.17884
O 1.54332 -0.35742 1.95968
O 1.22379 -1.95353 0.33172
C 3.58936 -1.04091 0.55050
F 3.46281 -0.05598 -0.34920
F 4.33625 -0.47831 1.49409
F 4.27767 -2.06378 0.02178
C 1.80271 -0.32268 3.41687
C 1.24701 1.10316 3.65250
H 1.81749 1.91700 3.20493
H 0.24116 1.20946 3.24624
H 1.08968 1.19219 4.72740
H 2.88098 -0.33372 3.57597
H 1.24921 -1.02659 4.03835
H 2.49992 -2.21623 1.84656
C 2.16478 1.77025 -0.99872
O 0.76297 1.52616 -1.08918
H 2.67253 1.09937 -1.69169
H 2.26452 2.85021 -1.10739
H 2.43668 1.63330 0.04789
H 0.55987 1.70241 -2.01073
C -1.43210 2.50535 -0.60928
C -1.96355 1.67157 0.58360
C -2.51551 0.31565 0.28712
O -3.01098 -0.40388 1.38696
C -3.45476 -1.76743 1.21497
N -0.84250 1.40597 1.45354
H -2.20444 2.99197 -1.20491
H -0.79201 1.92973 -1.27790
H -0.84433 3.34591 -0.24038
H -2.76605 1.97141 1.25753
H -1.84111 -0.28343 -0.32475
H -3.39934 0.48343 -0.32833
H -2.68337 -2.44410 0.84731
H -4.39623 -1.80638 0.66704
H -3.66074 -2.13936 2.21863
H -0.54190 2.33012 1.72865
H -1.12485 1.10578 2.37565


52
Properties=species:S:1:pos:R:3 method="wB97M-V/def2-TZVPD" homo_energy_ev=-11.49 homo_lumo_gap_ev=7.51 charge=+1
C -0.35292 3.30584 3.05096
C -1.17463 2.88168 1.83894
O -0.32265 2.87690 0.67925
P -0.87876 2.68948 -0.80332
O -1.46618 3.89570 -1.40306
C -2.04079 1.29382 -0.80444
C -1.82083 0.22816 -1.90186
C -2.02260 -1.19315 -1.38467
N -0.91360 -1.79006 -0.63250
C 0.37304 -1.76348 -1.33873
C 1.47439 -0.91859 -0.65740
C 1.07091 -0.27052 0.66090
N 2.20813 0.49544 1.17026
C -1.29933 -3.13232 -0.24427
C -0.37199 -3.78251 0.76544
O -0.61236 -3.27657 2.03599
C 0.47828 -3.38784 2.93662
O 0.41799 2.13256 -1.53972
C 1.35384 3.14150 -2.03755
C 2.71511 2.51362 -2.18917
H 0.66603 3.52912 2.73366
H -0.30613 2.51380 3.79959
H -0.76563 4.19391 3.52718
H -2.00229 3.57263 1.65816
H -1.58390 1.87691 1.97247
H -2.98217 1.82595 -0.96848
H -2.11716 0.80598 0.16906
H -0.84987 0.37198 -2.37251
H -2.55650 0.36129 -2.69818
H -2.32517 -1.84599 -2.22944
H -2.87272 -1.18289 -0.69355
H 0.78928 -2.78450 -1.42204
H 0.22466 -1.41179 -2.36181
H 1.81069 -0.13094 -1.32970
H 2.34588 -1.55927 -0.47084
H 0.24586 0.42412 0.49596
H 0.70432 -1.03243 1.36183
H 1.94571 0.98885 2.01655
H 2.96439 -0.12710 1.43812
H -2.29590 -3.10297 0.20277
H -1.34160 -3.72938 -1.16442
H -0.55041 -4.87887 0.77978
H 0.68591 -3.64442 0.48073
H 0.24568 -2.75783 3.79171
H 1.40695 -3.03786 2.47186
H 0.60868 -4.42172 3.27483
H 1.37335 3.97631 -1.33513
H 0.95504 3.49933 -2.98724
H 3.42410 3.27396 -2.52207
H 2.69900 1.71985 -2.94014
H 3.05710 2.09035 -1.24377
K -0.41823 -5.31601 -1.63660


55
Properties=species:S:1:pos:R:3 method="wB97M-V/def2-TZVPD" homo_energy_ev=-11.87 homo_lumo_gap_ev=6.75 charge=+1
Ta -0.26655 1.13320 -1.33529
C 1.74599 -2.47536 -1.04711
Si 2.56661 -0.81075 -0.75715
C 3.84648 -1.14554 0.57374
C 3.47617 -0.14558 -2.25266
C 1.25462 0.44207 -0.11907
Si 1.94162 1.93755 0.89099
C 2.86940 1.39033 2.41637
C 3.05834 3.00988 -0.15022
C 0.42960 2.84167 1.58250
H 2.49739 -3.16602 -1.43636
H 0.91618 -2.46358 -1.75290
H 1.40033 -2.89698 -0.09856
H 4.39180 -2.04996 0.29270
H 3.39741 -1.33135 1.55132
H 4.58311 -0.34906 0.67518
H 3.89053 -0.97013 -2.83618
H 4.31306 0.48095 -1.94065
H 2.84931 0.44332 -2.92227
H 0.77093 -0.06856 0.72935
H 3.85578 0.98293 2.21021
H 2.30980 0.66322 3.00728
H 2.99982 2.28284 3.03470
H 4.00400 2.49416 -0.32820
H 3.29186 3.92337 0.40294
H 2.64922 3.29968 -1.11571
H -0.02760 2.21964 2.35801
H -0.37231 3.12593 0.89635
H 0.75263 3.76482 2.06880
C -1.48688 -0.96895 0.83601
N -2.49667 -1.82544 1.38357
C -3.68539 -1.04077 1.71347
N -4.22021 -0.39925 0.51747
C -3.23883 0.48624 -0.03781
N -1.93725 -0.23366 -0.43323
C -2.37902 -1.35439 -1.39577
N -3.37787 -2.20776 -0.82404
C -2.85494 -2.83819 0.38721
C -4.55975 -1.42157 -0.47110
H -0.62262 -1.57647 0.56172
H -1.20365 -0.21332 1.57145
H -3.42461 -0.27901 2.45021
H -4.44162 -1.69540 2.14541
H -2.97889 1.25847 0.68573
H -3.63919 0.95247 -0.93590
H -1.48671 -1.93308 -1.63843
H -2.75749 -0.86943 -2.29494
H -1.97283 -3.43145 0.14041
H -3.61337 -3.50007 0.80355
H -5.32208 -2.08380 -0.06182
H -4.95847 -0.94186 -1.36590
O -1.92566 2.57722 -1.14407
S -1.06694 3.70234 -1.71756
N 0.28365 3.12067 -1.90062
Te -0.02825 0.15374 -3.57313


52
Properties=species:S:1:pos:R:3 method="wB97M-V/def2-TZVPD" homo_energy_ev="-5.19 / -5.34" homo_lumo_gap_ev="4.18 / 4.51"
Zn 0.00000 0.00000 0.00000
C 2.17331 2.07730 0.33601
C 1.79479 1.62358 1.74828
N 1.02109 0.42810 1.56209
C 1.76111 -0.82330 1.17822
C 1.98412 -1.29499 -0.31834
N 0.93301 -0.95035 -1.36112
C 1.47285 -0.27723 -2.49952
C 2.10329 0.99560 -1.88268
N 1.41439 1.18414 -0.55326
H 3.25386 1.95420 0.20126
H 1.91139 3.12492 0.15869
H 1.16696 2.38781 2.21858
H 2.67196 1.46918 2.38466
H 0.27046 -0.02318 2.43492
H 1.17305 -1.63575 1.62806
H 2.72316 -0.85391 1.70570
H 2.05063 -2.39140 -0.30472
H 2.98951 -0.98446 -0.62957
H 0.16674 -2.09215 -1.25386
H 0.66433 -0.00041 -3.18331
H 2.21071 -0.87126 -3.04738
H 1.95179 1.86864 -2.52589
H 3.18176 0.85234 -1.74833
H 0.25334 2.10973 -1.19322
O -0.97765 0.59622 3.82143
C -1.36690 0.73639 2.63158
O -0.81358 0.43735 1.54009
H -2.39790 1.21655 2.52397
C -4.38506 -0.43008 2.29848
C -3.76036 -1.55580 1.48875
As -2.15033 -0.95294 0.48880
C -3.03194 -0.11519 -1.07910
C -3.26799 1.37222 -0.85324
C -1.69723 -2.69898 -0.36476
C -2.85675 -3.41263 -1.05371
H -5.23846 -0.82899 2.88669
H -4.77360 0.36286 1.63514
H -3.63736 0.00007 2.99736
H -4.52282 -1.96996 0.79945
H -3.43791 -2.35117 2.19343
H -3.98764 -0.62866 -1.31093
H -2.34807 -0.21593 -1.94818
H -3.94938 1.55104 -0.00323
H -3.72141 1.81821 -1.76321
H -2.30130 1.88064 -0.65180
H -1.28031 -3.36739 0.41779
H -0.90233 -2.50498 -1.11557
H -3.64348 -3.68808 -0.32533
H -2.48235 -4.35193 -1.51189
H -3.28757 -2.78607 -1.85902
H -0.88777 -0.67887 -1.06839


57
Properties=species:S:1:pos:R:3 method="wB97M-V/def2-TZVPD" homo_energy_ev=-9.17 homo_lumo_gap_ev=9.41 smiles=COC[C@H](C)N.COC[C@H](C)N.BrCCBr.ClCCl.ClCCl.ClCCl
Br 0.92117 3.38776 0.40125
C -0.98171 3.60624 -0.18167
C -1.76276 3.70839 1.10940
Br -3.76496 3.70138 0.67494
H -1.31791 2.74026 -0.75188
H -1.08342 4.54985 -0.71774
H -1.58268 4.68110 1.56712
H -1.57311 2.88034 1.79237
C -1.11057 -1.80788 -0.59287
C -2.52049 -1.70593 -0.05334
C -2.75067 -0.47748 0.88395
O -1.89075 -0.74898 2.04856
C -2.08426 0.07116 3.25513
N -3.27026 -1.49908 -1.26109
H -0.82268 -0.92274 -1.16009
H -1.10189 -2.66071 -1.27163
H -0.32520 -1.91674 0.15509
H -2.87638 -2.61059 0.43964
H -3.81579 -0.30779 1.04148
H -2.54349 0.45386 0.35691
H -2.33122 1.10472 3.01246
H -1.13325 -0.01724 3.78037
H -2.83174 -0.53839 3.76289
H -4.22554 -1.72892 -1.02716
H -3.02217 -2.21885 -1.92478
C 2.92811 1.74459 -2.77032
C 1.78139 0.78923 -2.85966
C 0.53319 1.60495 -3.21636
O -0.53528 0.66516 -3.11487
C -1.84548 1.14059 -3.25335
N 2.05731 -0.14106 -3.95010
H 3.01231 2.32664 -3.68805
H 3.92005 1.32296 -2.60794
H 2.66539 2.43189 -1.96614
H 1.61337 0.23811 -1.93438
H 0.51829 1.89722 -4.26634
H 0.37413 2.41938 -2.50961
H -2.02247 2.17148 -2.94670
H -2.44020 0.35231 -2.79182
H -1.94523 0.96575 -4.32461
H 1.90376 0.46969 -4.73973
H 1.40112 -0.90108 -4.05914
C 1.03184 0.15780 1.85766
Cl 1.40600 0.86174 3.43550
Cl 2.39884 0.19383 0.72597
H 0.60364 -0.82730 2.04288
H 0.24321 0.78562 1.44291
C 4.48058 -1.92921 2.55270
Cl 4.76155 -3.02254 3.89504
Cl 5.42371 -0.45953 2.82585
H 4.68891 -2.51835 1.65960
H 3.41985 -1.68164 2.51219
C 1.56637 -4.58316 3.20223
Cl 1.32261 -5.82053 4.47595
Cl 0.86636 -3.08090 3.71026
H 2.61310 -4.34813 3.00934
H 1.05542 -4.94926 2.31171


no.,E_tot (Eh)
1,-9609.794325
2,-22131.700008
3,-3555.393579
4,-1673.170196
5,-1865.507882
6,-2165.004458
7,-4843.685988
8,-8683.595506